DFT (ωB97M-V/def2-TZVPD) results for a structure of composition C16H46BrO12 at a distorted geometry.

Values from the calculation:
HOMO level   -4.730 eV
Total charge   -1
Energy relative to the best compared isomer or geometry (same formula, charge and spin)   383.22 kcal/mol
Frontier orbital gap   7.38 eV

Each line ends with the Mulliken charge.
Positions of all 75 atoms, in Å:
Br (0.157139, 0.060649, -0.164016)  1.933
C (-2.370481, -0.364941, -2.551166)  -0.733
C (-2.362971, 1.207869, -2.484486)  0.594
C (-3.756991, 1.759709, -2.233846)  -1.326
O (-1.621161, 1.742039, -1.449676)  -0.259
H (-2.651911, -0.866841, -1.625416)  -0.608
H (-1.382551, -0.764541, -2.780096)  0.201
H (-3.117131, -0.764471, -3.237456)  0.609
H (-2.042921, 1.685769, -3.410376)  0.308
H (-3.750221, 2.843599, -2.118786)  0.344
H (-4.063381, 1.306909, -1.290886)  -0.065
H (-4.550771, 1.378109, -2.876036)  0.455
H (-0.759631, 1.319499, -1.420856)  0.135
C (-0.302151, -3.648061, -0.901386)  -1.849
C (-1.248241, -2.431291, -0.832836)  1.995
C (-2.764151, -2.866661, -1.064856)  -1.564
O (-1.128941, -1.864521, 0.441534)  -0.676
H (0.712109, -3.361861, -0.623086)  0.222
H (-0.319741, -4.096661, -1.894636)  0.369
H (-0.539181, -4.418041, -0.167186)  0.480
H (-0.877221, -1.756831, -1.604556)  -0.621
H (-3.497641, -2.129921, -0.737256)  0.461
H (-2.971611, -3.758481, -0.473476)  0.385
H (-3.110631, -3.095721, -2.072606)  0.278
H (-0.615121, -1.063201, 0.317144)  0.953
C (3.051669, -1.717431, -2.689466)  -0.584
C (1.619769, -1.649801, -2.173576)  0.447
O (1.534549, -1.835181, -0.734026)  -0.742
O (3.451069, -3.068301, -2.804176)  -0.624
H (3.777849, -1.345711, -1.966566)  -0.001
H (3.311989, -1.156811, -3.587256)  0.388
H (1.016669, -2.407781, -2.673416)  0.353
H (1.334119, -0.647851, -2.493886)  -0.017
H (0.948109, -1.171391, -0.363796)  -0.048
H (4.003169, -3.226911, -2.034996)  0.338
C (0.861169, -0.532581, 2.420164)  0.491
C (1.231759, -0.758711, 3.836744)  -1.113
O (2.271329, 0.087309, 4.305214)  -0.591
O (0.229179, 0.739109, 2.363924)  -0.482
H (0.192649, -1.345141, 2.135704)  0.032
H (1.699099, -0.520741, 1.723154)  0.710
H (1.630129, -1.771811, 3.891914)  0.378
H (0.362309, -0.749221, 4.494064)  0.334
H (1.825129, 0.937149, 4.321664)  0.371
H (0.314779, 1.077019, 1.469454)  0.296
C (3.637039, -0.188261, 0.000754)  -0.008
C (5.042499, 0.253359, 0.375774)  -0.937
O (5.490509, -0.208561, 1.654254)  -0.586
O (2.595499, 0.405139, 0.762514)  -0.361
H (3.625669, -1.263851, 0.177044)  0.292
H (3.369719, -0.017381, -1.042046)  0.349
H (5.050409, 1.343309, 0.368414)  0.304
H (5.730399, -0.043531, -0.415896)  0.367
H (4.818049, 0.010019, 2.303584)  0.366
H (1.748119, 0.183119, 0.369764)  -0.973
C (0.690389, 3.178299, 0.369624)  -0.628
C (1.059389, 3.977769, 1.634194)  -0.666
O (-0.023301, 4.517299, 2.439274)  -0.519
O (-0.251081, 2.160679, 0.613104)  -0.421
H (1.597279, 2.756789, -0.063936)  0.154
H (0.375529, 3.889229, -0.394276)  0.363
H (1.731699, 4.779199, 1.327904)  0.435
H (1.690979, 3.359219, 2.271834)  0.230
H (0.459429, 4.931139, 3.158514)  0.306
H (-0.100431, 1.401559, 0.045084)  -0.847
C (-4.204741, 1.221719, 1.191714)  -1.143
C (-2.886041, 0.532129, 1.049044)  0.852
O (-1.784431, 1.341079, 0.651424)  0.076
O (-4.263081, 2.069189, 2.293124)  -0.529
H (-5.000081, 0.484919, 1.079234)  0.456
H (-4.348961, 1.842879, 0.307714)  0.098
H (-3.043311, -0.149001, 0.212734)  -0.407
H (-2.646171, -0.103011, 1.901774)  0.285
H (-1.144851, 0.773709, 0.214834)  -0.204
H (-4.747111, 1.574509, 2.958414)  0.338

Cartesian forces, eV/Å:
Br 4.7684 -1.8778 -8.6658
C -0.1202 1.2523 -0.0833
C -1.3140 -0.4684 -0.9878
C -0.5943 -1.1017 0.7844
O 0.2446 1.0136 -2.5800
H 0.1153 1.2137 -0.0647
H -0.2111 0.3519 -0.5965
H 0.1324 0.3188 -0.5415
H 0.3462 -0.5553 -0.6960
H -0.0818 -0.0964 -0.1731
H 0.1068 0.3497 0.0815
H 0.2710 0.3615 -0.7485
H -0.2397 0.3922 -1.0334
C -0.5607 -0.8352 0.2726
C -0.4792 -2.4592 0.2191
C 0.4278 -0.1680 0.4399
O -2.9003 -3.8801 0.7181
H -0.5926 -0.2521 -0.4080
H 0.0023 -0.1703 -0.1198
H -0.6511 -0.1181 -0.0136
H -0.2907 -0.2123 0.4232
H 0.2886 0.1415 0.4056
H 0.2094 -0.0930 0.1345
H 0.6839 -0.0801 -0.3640
H -2.3994 -3.0159 1.8522
C 1.0130 -0.7865 1.2772
C 0.9163 0.5992 0.8368
O 4.2945 -2.6068 -3.3380
O 0.3940 -0.9618 -0.5670
H -0.6154 0.4889 -0.1178
H -0.7649 -0.1712 -0.4708
H 0.0000 0.0340 -0.1424
H -0.8559 0.2177 0.3602
H 1.5196 -2.7867 -0.6669
H -0.1082 -0.3875 -0.1264
C -0.8921 0.1434 0.9349
C 0.9430 -1.5518 0.0921
O -0.3793 0.2771 0.2183
O 0.6985 -1.5005 2.4453
H -0.3309 -0.1195 0.1587
H -0.2084 -0.9746 1.8217
H 0.1234 -0.2103 0.1705
H -0.1924 0.3342 0.0598
H 0.2977 0.5076 -0.0792
H -0.0731 1.3007 1.6899
C -0.3401 -0.2407 0.5624
C -0.8336 1.1607 0.2740
O 0.1115 -0.2522 -0.8596
O 4.5522 1.6521 0.2189
H -0.1259 -0.2834 -0.1620
H 0.6628 0.3356 0.1017
H 0.1065 0.3286 0.0468
H 0.1756 -0.4361 0.2852
H -0.3136 0.0881 0.0884
H 1.3144 0.3568 -0.2916
C 0.0051 0.4295 0.2991
C 0.3853 -0.5286 0.1921
O 0.6535 -0.3812 -1.0549
O 6.0438 11.8380 1.5527
H 0.7426 -0.0070 0.2584
H -0.7014 0.1280 -0.1480
H -0.0717 0.3861 -0.3117
H -0.1623 -0.4352 0.1566
H -0.2889 0.0868 0.2165
H 0.6539 6.7231 -0.3940
C 0.8538 0.6207 -1.5477
C 0.6728 -0.9501 -1.4576
O -10.6729 -2.2840 5.0768
O -0.9454 0.1374 1.1217
H -0.2987 -0.2395 0.7265
H 0.1359 0.2745 0.2021
H -0.3788 -0.6564 -0.0373
H -0.0292 0.0034 0.4222
H -5.0159 0.0290 1.2717
H 0.1676 0.2591 0.3788